Record 1
Entry from the Open Molecules 2025 dataset: 2 unconnected molecules or ions with the total composition C24H21Cl2 at a distorted geometry (ωB97M-V/def2-TZVPD).

Calculated values
Lowest unoccupied orbital energy (Ha): -0.208
HOMO level (eV): -10.8161
E (Ha): -1847.195261
Total charge: +1
Gap between HOMO and LUMO (eV): 5.16
Strongest force on any atom (Eh/bohr): 0.065
Energy relative to the best compared isomer or geometry (same formula, charge and spin) (kcal/mol): 15.3

Last columns: bonded neighbours and bond lengths (Å).
Atoms and positions in Å:
1 C -2.125 -1.352 3.346  C2 1.514, H10 1.089, H11 1.096, H12 1.096
2 C -1.309 -0.104 3.082  C1 1.514, C3 1.369, C4 1.466
3 C -1.993 1.067 2.894  C2 1.369, H13 1.087, H14 1.097
4 C 0.151 -0.205 3.170  C2 1.466, C5 1.422, C9 1.414
5 C 0.825 -1.449 3.310  C4 1.422, C6 1.399, H15 1.092
6 C 2.211 -1.521 3.483  C5 1.399, C7 1.406, H16 1.094
7 C 2.969 -0.338 3.520  C6 1.406, C8 1.404, H17 1.092
8 C 2.322 0.904 3.408  C7 1.404, C9 1.394, H18 1.095
9 C 0.940 0.966 3.237  C4 1.414, C8 1.394, H19 1.092
10 H -1.507 -2.244 3.434  C1 1.089
11 H -2.664 -1.251 4.295  C1 1.096
12 H -2.874 -1.553 2.571  C1 1.096
13 H -1.512 1.955 2.493  C3 1.087
14 H -2.970 1.104 3.392  C3 1.097
15 H 0.288 -2.400 3.308  C5 1.092
16 H 2.692 -2.500 3.575  C6 1.094
17 H 4.053 -0.395 3.642  C7 1.092
18 H 2.906 1.829 3.447  C8 1.095
19 H 0.438 1.935 3.203  C9 1.092
20 Cl -6.961 6.320 4.775  C21 1.711
21 C -5.975 5.204 3.932  Cl20 1.711, C22 1.404, C36 1.404
22 C -6.039 3.835 4.238  C21 1.404, C23 1.397, H37 1.087
23 C -5.251 2.930 3.522  C22 1.397, C24 1.423, H38 1.090
24 C -4.359 3.347 2.496  C23 1.423, C25 1.458, C35 1.430
25 C -3.638 2.393 1.662  C24 1.458, C26 1.405, H39 1.098
26 C -3.105 2.797 0.427  C25 1.405, C27 1.392, H40 1.090
27 C -2.567 1.955 -0.543  C26 1.392, C28 1.442, H41 1.102
28 C -2.040 2.396 -1.811  C27 1.442, C29 1.419, C34 1.427
29 C -1.627 1.420 -2.755  C28 1.419, C30 1.381, H42 1.087
30 C -1.028 1.762 -3.952  C29 1.381, C31 1.405, H43 1.084
31 C -0.844 3.118 -4.271  C30 1.405, Cl32 1.719, C33 1.405
32 Cl -0.061 3.548 -5.739  C31 1.719
33 C -1.300 4.118 -3.396  C31 1.405, C34 1.398, H44 1.088
34 C -1.907 3.766 -2.187  C28 1.427, C33 1.398, H45 1.088
35 C -4.271 4.756 2.270  C24 1.430, C36 1.399, H46 1.095
36 C -5.090 5.668 2.946  C21 1.404, C35 1.399, H47 1.092
37 H -6.718 3.497 5.016  C22 1.087
38 H -5.397 1.865 3.697  C23 1.090
39 H -3.964 1.348 1.746  C25 1.098
40 H -3.151 3.852 0.160  C26 1.090
41 H -2.611 0.864 -0.401  C27 1.102
42 H -1.769 0.374 -2.497  C29 1.087
43 H -0.690 1.002 -4.647  C30 1.084
44 H -1.166 5.161 -3.677  C33 1.088
45 H -2.254 4.550 -1.517  C34 1.088
46 H -3.619 5.149 1.483  C35 1.095
47 H -5.049 6.732 2.705  C36 1.092

=====

Record 2
Entry from the Open Molecules 2025 dataset: 2 unconnected molecules or ions with the total composition C5H9NO (ωB97M-V/def2-TZVPD).

Calculated values
Lowest unoccupied orbital energy (Ha): 0.035
SMILES string: CC=C=N.C=CO
HOMO level (eV): -8.6405
E (Ha): -325.784129
Gap between HOMO and LUMO (eV): 9.58
Strongest force on any atom (Eh/bohr): 0.013
Energy relative to the best compared isomer or geometry (same formula, charge and spin) (kcal/mol): 96.3

Last columns: bonded neighbours and bond lengths (Å).
Atoms and positions in Å:
1 C -2.288 -0.191 0.175  C2 1.507, H5 1.096, H6 1.095, H7 1.094
2 C -0.993 -0.840 -0.241  C1 1.507, C3 1.346, H8 1.087
3 C -0.135 -1.376 0.646  C2 1.346, N4 1.208
4 N 0.886 -1.419 1.290  C3 1.208, H9 1.171
5 H -2.590 0.573 -0.552  C1 1.096
6 H -2.204 0.282 1.159  C1 1.095
7 H -3.087 -0.938 0.220  C1 1.094
8 H -0.964 -1.276 -1.237  C2 1.087
9 H 1.342 -0.399 0.938  N4 1.171
10 C 0.432 0.940 -0.571  C11 1.369, H13 1.082, H14 1.084
11 C 1.651 0.779 0.029  C10 1.369, O12 1.389, H15 1.091
12 O 2.696 0.307 -0.756  C11 1.389, H16 0.965
13 H 0.356 0.759 -1.636  C10 1.082
14 H -0.297 1.600 -0.115  C10 1.084
15 H 1.903 1.429 0.868  C11 1.091
16 H 3.292 -0.229 -0.219  O12 0.965

=====

Record 3
Entry from the Open Molecules 2025 dataset: 2 unconnected molecules or ions with the total composition C5H13NO2 at a distorted geometry (ωB97M-V/def2-TZVPD).

Calculated values
Lowest unoccupied orbital energy (Ha): 0.028
SMILES string: CCC[C@H](N)C=O.O
HOMO level (eV): -9.5630
E (Ha): -403.514620
Gap between HOMO and LUMO (eV): 10.32
Strongest force on any atom (Eh/bohr): 0.058
Energy relative to the best compared isomer or geometry (same formula, charge and spin) (kcal/mol): 38.9

Last columns: bonded neighbours and bond lengths (Å).
Atoms and positions in Å:
1 C 2.282 -1.085 0.084  C2 1.518, H8 1.093, H9 1.101, H10 1.091
2 C 1.643 -0.482 1.323  C1 1.518, C3 1.522, H11 1.088, H12 1.069
3 C 0.128 -0.565 1.443  C2 1.522, C4 1.558, H13 1.082, H14 1.083
4 C -0.581 0.093 0.223  C3 1.558, N5 1.436, C6 1.535, H15 1.064
5 N -0.134 1.414 -0.123  C4 1.436, H16 1.012, H17 1.007
6 C -2.047 0.167 0.670  C4 1.535, O7 1.199, H18 1.108
7 O -2.906 -0.501 0.164  C6 1.199
8 H 2.929 -1.948 0.266  C1 1.093
9 H 1.560 -1.552 -0.604  C1 1.101
10 H 2.842 -0.379 -0.531  C1 1.091
11 H 1.906 0.572 1.384  C2 1.088
12 H 2.136 -0.850 2.198  C2 1.069
13 H -0.222 -1.583 1.549  C3 1.082
14 H -0.170 -0.047 2.347  C3 1.083
15 H -0.673 -0.577 -0.598  C4 1.064
16 H -0.157 2.116 0.605  N5 1.012
17 H 0.800 1.379 -0.497  N5 1.007
18 H -2.314 0.817 1.527  C6 1.108
19 O 0.783 0.676 -3.088  H20 0.968, H21 0.969
20 H 0.581 0.090 -2.344  O19 0.968
21 H 0.152 1.388 -2.904  O19 0.969